Record 1
The following is a quantum chemistry calculation of a structure of composition C26H48Cl2FeN2O3P at a distorted geometry, from OMol25.

CARTESIAN COORDINATES (ANGSTROEM)
H1 -3.903 1.247 2.796
H2 -3.274 2.156 4.204
O1 2.266 1.679 0.829
C1 -1.218 2.892 -5.145
C2 5.254 2.716 -0.915
C3 -4.400 -1.422 -3.393
H3 -3.032 -3.654 -5.569
C4 -1.407 2.771 -2.525
C5 3.132 1.875 -0.033
H4 1.938 -3.638 -0.983
H5 -1.426 1.113 -3.933
C6 0.871 -3.794 -0.770
H6 0.623 -4.837 -1.014
N1 -2.439 2.648 2.322
C7 3.530 -1.832 0.516
H7 -1.321 -1.874 -2.020
P1 0.790 -1.716 1.075
H8 5.551 2.576 1.849
Cl1 1.308 3.773 -1.736
H9 5.403 3.786 -1.122
H10 3.818 2.919 2.155
H11 -5.033 -2.201 -5.329
C8 -3.595 -0.998 -1.004
H12 3.201 -1.398 -0.436
H13 3.011 1.518 -1.072
C9 -2.159 -2.057 -2.709
C10 2.554 -1.484 1.641
C11 1.271 -4.512 1.612
C12 -3.562 2.230 3.144
C13 -0.632 -2.400 3.484
Cl2 1.063 0.003 -2.254
H14 0.292 -3.139 -1.431
Fe1 0.183 2.052 -2.326
H15 -4.392 2.945 3.064
H16 -5.270 -0.773 -3.238
H17 3.887 -1.621 3.298
H18 -1.299 3.869 3.621
H19 -2.352 3.971 -1.064
H20 3.189 -3.185 2.862
O2 -0.800 1.961 0.859
H21 -0.549 -3.653 0.842
H22 -1.641 3.917 -5.079
H23 -1.039 -3.299 -4.044
H24 6.226 2.274 -0.652
C14 -2.015 -2.831 -3.860
N2 4.299 2.527 0.163
C15 -1.250 2.189 -3.794
H25 2.579 -0.387 1.772
H26 -1.096 -3.235 2.950
C16 0.296 -0.050 3.288
H27 -1.359 -2.023 4.214
H28 1.088 -4.342 2.677
H29 4.872 4.140 1.369
H30 -1.080 4.188 1.873
C17 4.649 3.069 1.461
H31 -2.584 4.691 2.715
H32 0.645 0.726 2.593
H33 -3.446 3.409 -2.366
H34 4.516 -1.410 0.757
H35 0.904 -5.521 1.381
H36 -0.207 2.983 -5.577
C18 -3.407 -1.472 -2.403
H37 3.653 -2.918 0.400
H38 -2.500 0.871 1.260
C19 -2.595 3.142 -1.727
C20 2.962 -2.117 2.967
H39 0.230 -2.770 4.052
H40 -1.186 -0.942 2.005
H41 4.862 2.226 -1.813
H42 -1.811 2.256 -5.840
H43 -4.320 -0.133 -0.840
H44 -2.913 2.328 -1.057
C21 0.540 -3.528 0.708
C22 -1.882 1.783 1.431
H45 2.351 -4.515 1.423
H46 -0.495 0.387 3.916
O3 -2.806 -1.304 -0.079
C23 -0.270 -1.261 2.538
H47 2.215 -1.981 3.756
H48 1.122 -0.341 3.951
C24 -3.110 -2.973 -4.729
C25 -4.263 -2.186 -4.556
C26 -1.807 3.918 2.646

## Properties
- <S²> = 6.089
- total charge = -1
- E_LUMO (alpha / beta) (eV) = 2.18 / 2.18
- 2S+1 = 5
- electronic energy (eV) = -105584.1413
- ΔE to the lowest compared entry with this formula, charge and spin (eV) = 1.8461

Record 2
The following is a quantum chemistry calculation of a structure of composition C24H31N6OYb, from OMol25.

CARTESIAN COORDINATES (ANGSTROEM)
H1 3.333 -3.551 0.292
C1 -1.243 -2.732 -2.462
C2 1.817 -2.184 -0.250
H2 -3.227 3.630 -1.941
H3 -4.013 1.818 -3.548
H4 -2.009 -1.164 4.639
C3 -0.996 -0.843 4.887
H5 -1.123 -3.812 -2.538
C4 -0.137 2.888 0.426
H6 -1.978 0.281 2.748
C5 -3.321 1.656 -2.741
C6 1.325 -1.295 4.596
H7 -2.686 -0.438 -2.741
N1 0.020 -0.289 2.288
C7 2.354 -1.020 -0.824
C8 2.419 0.761 -2.616
H8 0.690 0.916 5.866
C9 -1.500 2.983 0.091
H9 -0.870 -0.892 5.967
H10 0.721 1.985 4.454
H11 3.000 1.347 -1.907
C10 0.611 -2.684 -0.758
H12 1.449 -1.345 5.677
H13 -2.366 5.530 2.166
H14 0.175 -3.573 -0.316
H15 -3.348 4.005 0.512
C11 -2.650 0.554 -2.332
C12 0.415 3.768 1.357
H16 1.539 1.187 2.386
C13 0.003 -2.116 -1.888
H17 -1.456 -2.346 -3.457
N2 -1.889 0.866 -1.214
C14 0.563 0.957 4.785
C15 -0.969 0.608 3.015
H18 3.264 -0.595 -0.414
C16 1.785 -0.426 -1.958
N3 -2.945 2.663 -1.885
H19 1.950 -3.617 1.366
C17 0.595 -0.981 -2.461
H20 3.124 -2.280 1.478
C18 -2.290 3.944 0.738
N4 -0.798 0.539 4.440
C19 2.583 -2.937 0.798
N5 1.558 0.082 4.153
Yb1 -0.074 0.065 -0.072
H21 2.060 -1.958 4.133
C20 -2.098 2.167 -0.972
H22 1.474 3.699 1.568
N6 -0.026 -1.741 4.249
O1 0.648 1.921 -0.119
C21 1.401 0.157 2.728
C22 -1.742 4.798 1.673
H23 -0.814 1.635 2.672
C23 -0.385 4.716 1.969
H24 -1.207 -1.997 2.557
H25 0.054 5.399 2.684
H26 -2.112 -2.556 -1.824
C24 -0.194 -1.682 2.823
H27 0.131 -0.518 -3.326
H28 2.136 -0.485 2.235
H29 0.525 -2.346 2.342
H30 1.673 1.408 -3.074
H31 3.088 0.413 -3.406

## Properties
- <S²> = 0.751
- total charge = +2
- E_LUMO (alpha / beta) (eV) = -6.24 / -6.94
- 2S+1 = 2
- electronic energy (eV) = -67898.0741
- ΔE to the lowest compared entry with this formula, charge and spin (eV) = 0.4124

Record 3
The following is a quantum chemistry calculation of a cluster of 2 separate species, C2H8N2S2 in total at a distorted geometry, from OMol25.

CARTESIAN COORDINATES (ANGSTROEM)
H1 -0.446 -0.726 0.674
H2 0.254 -4.596 2.003
H3 0.972 -3.428 0.748
C1 0.129 -3.733 1.366
H4 1.100 4.206 -0.960
H5 -0.986 2.180 -1.242
S1 -0.188 -2.380 2.558
S2 -1.373 -1.037 1.633
N1 0.962 1.823 -2.007
H6 -0.438 4.207 -0.396
N2 0.186 3.824 -1.097
C2 0.041 2.510 -1.444
H7 -0.664 -3.919 0.635
H8 0.451 1.067 -2.471

## Properties
- E_LUMO (eV) = 0.50
- 2S+1 = 1
- electronic energy (eV) = -26853.8481
- ΔE to the lowest compared entry with this formula, charge and spin (eV) = 0.5958
- SMILES string = [H]/N=C/N.CSS

Record 4
The following is a quantum chemistry calculation of a cluster of 11 separate species, C5H32O10 in total at a distorted geometry, from OMol25.

CARTESIAN COORDINATES (ANGSTROEM)
H1 0.605 -0.601 3.155
H2 -0.496 -3.394 1.343
H3 -0.777 0.374 -1.769
O1 -0.515 1.789 0.480
H4 0.470 -1.856 -4.421
H5 -2.215 1.378 1.857
O2 -1.068 -2.621 1.280
H6 -0.498 0.422 3.390
H7 -1.850 -0.943 -3.589
H8 -0.741 -0.770 -0.529
H9 0.832 -0.190 -1.068
H10 1.383 2.663 -2.103
H11 -1.284 2.018 2.768
H12 2.476 3.558 0.719
O3 2.688 1.206 2.619
C1 -0.112 -1.600 -2.396
H13 2.316 -3.085 -3.351
O4 1.720 3.535 1.311
O5 1.789 2.176 -1.374
H14 -3.669 0.005 -0.515
O6 -1.895 1.266 2.760
H15 0.219 -2.510 -1.888
H16 -0.437 -1.901 1.155
C2 -1.510 -1.805 -3.021
O7 2.507 -0.914 0.722
H17 2.988 -1.410 -3.860
O8 -3.586 -1.190 0.887
H18 0.938 -0.297 -3.712
H19 2.122 1.910 2.263
O9 -3.192 0.786 -0.794
H20 -3.281 -1.027 1.791
H21 -1.410 -2.721 -3.603
H22 2.067 -1.310 1.474
C3 -0.172 -0.453 -1.403
H23 -3.368 -2.121 0.877
H24 2.195 0.805 3.346
H25 0.928 3.533 0.766
O10 0.353 0.104 3.755
H26 2.117 1.416 -1.868
H27 0.311 1.776 -0.028
H28 2.565 -1.973 -2.213
H29 3.082 -0.224 1.084
C4 2.282 -1.995 -3.275
H30 -1.106 1.451 -0.213
H31 -3.605 1.521 -0.335
H32 -2.255 -1.983 -2.242
C5 0.914 -1.378 -3.549

## Properties
- E_LUMO (eV) = 0.12
- 2S+1 = 1
- electronic energy (eV) = -26179.5954
- ΔE to the lowest compared entry with this formula, charge and spin (eV) = 0.0000
- SMILES string = CCC(C)C.O.O.O.O.O.O.O.O.O.O

Record 5
The following is a quantum chemistry calculation of a structure of composition C19H21N4O7S3Y at a distorted geometry, from OMol25.

CARTESIAN COORDINATES (ANGSTROEM)
O1 -3.330 2.950 -3.087
H1 1.428 -3.453 2.011
C1 -0.285 0.812 2.168
C2 -0.558 6.953 -0.885
H2 -1.792 -4.322 0.422
H3 -3.185 -2.429 1.038
H4 1.227 5.734 -0.995
H5 -4.090 0.222 0.070
C3 1.145 0.409 1.743
C4 4.673 -3.598 0.989
C5 -2.734 -1.842 -0.814
O2 -0.610 0.828 3.334
O3 0.457 -1.461 -1.405
C6 -1.943 6.984 -1.010
S1 -2.448 3.023 -1.970
C7 0.151 5.778 -1.096
H6 5.464 -2.513 -0.678
H7 6.609 -3.495 1.895
C8 2.248 -2.414 0.343
H8 1.810 1.260 1.893
H9 6.553 -4.457 0.422
C9 -3.975 -0.500 0.871
H10 3.597 -4.545 2.582
O4 -0.304 -1.995 0.842
O5 -2.850 2.330 -0.754
H11 -0.025 7.856 -0.618
C10 -1.941 4.686 -1.569
C11 2.322 -3.269 1.428
C12 -0.562 4.645 -1.439
N1 -0.932 2.444 -2.245
H12 -1.712 -3.074 -1.980
H13 3.284 -1.436 -1.248
Y1 -0.611 0.802 -0.793
C13 -2.499 -4.267 -0.411
H14 5.894 -5.111 1.929
N2 -3.373 -1.719 0.346
S2 -2.559 -0.577 -1.969
S3 0.782 -1.467 0.032
H15 -3.520 -4.322 -0.030
H16 -4.953 -0.745 1.286
O6 1.025 2.831 -1.195
C14 6.004 -4.208 1.330
C15 -2.658 5.843 -1.359
H17 -3.353 -0.060 1.649
H18 -2.476 7.907 -0.828
H19 -2.340 -5.120 -1.065
N3 1.155 0.042 0.326
C16 3.535 -3.865 1.742
N4 -2.327 -3.056 -1.185
C17 -0.045 3.262 -1.635
O7 -1.066 1.116 1.163
C18 4.575 -2.724 -0.096
C19 3.373 -2.126 -0.418
H20 1.481 -0.410 2.384
H21 -3.734 5.865 -1.462

## Properties
- E_LUMO (eV) = -0.05
- 2S+1 = 1
- electronic energy (eV) = -73889.8632
- ΔE to the lowest compared entry with this formula, charge and spin (eV) = 0.3107

Record 6
The following is a quantum chemistry calculation of a structure of composition C4H6N2O2 at a distorted geometry, from OMol25.

CARTESIAN COORDINATES (ANGSTROEM)
H1 0.779 -2.402 -0.682
O1 1.222 -0.693 0.861
H2 0.509 0.195 2.688
H3 -2.061 1.504 0.263
N1 1.199 -1.598 -1.188
H4 -0.915 0.419 -2.706
C1 0.473 0.099 1.621
O2 -1.236 1.954 0.908
C2 0.760 -0.664 -0.357
H5 -2.194 -0.786 -1.734
C3 -0.485 0.784 0.647
H6 2.480 -1.895 -0.845
C4 -0.347 0.120 -0.550
N2 -1.327 0.289 -1.568

## Properties
- E_LUMO (eV) = 0.20
- 2S+1 = 1
- electronic energy (eV) = -11313.6940
- ΔE to the lowest compared entry with this formula, charge and spin (eV) = 7.3479